[1]
C5H6OS | wB97M-V/def2-TZVPD

Geometry (Å):
C 0.655130 0.523141 0.020923
C 1.144691 -0.695259 0.215134
C 0.069756 1.750252 0.030245
C 0.463156 -1.987975 0.211424
C -1.436407 1.341591 -0.256177
O 0.564979 2.854272 -0.107585
S 2.877841 -0.805359 0.176833
H -0.414232 -1.775025 -0.223112
H 0.260101 -2.286135 1.217410
H 1.059986 -2.649325 -0.280314
H -1.745020 0.577671 0.432720
H -1.503754 1.004922 -1.412461
H -1.996223 2.147224 -0.025046

Forces on atoms 1 to 6 (eV/Å):
2.2 -2.0 1.0
1.9 0.2 -0.4
-0.5 1.0 -2.0
0.1 1.6 2.4
2.4 -2.3 -2.5
-0.7 -0.3 0.7

## Properties
**Energy relative to the best compared isomer or geometry (same formula, charge and spin)**: 4.431 eV
**HOMO (alpha / beta)**: -0.321 / -0.321 Eh
**Kohn-Sham gap (alpha / beta)**: 7.2 / 7.2 eV
**LUMO energy (alpha / beta)**: -1.48 / -1.48 eV

[2]
C5H6OS | wB97M-V/def2-TZVPD

Geometry (Å):
C -0.831971 0.669828 1.226251
C -0.025670 1.340803 0.624837
C 1.945068 1.112333 -2.564045
C 0.838089 1.155106 -1.783322
C -1.560545 -0.153936 2.151427
O 2.111895 2.683073 0.233650
S 0.826097 2.349552 -0.421161
H 2.014222 0.559972 -3.548908
H 2.840745 1.514876 -2.115542
H -0.143617 0.847418 -1.974257
H -1.103972 0.176047 3.130893
H -2.683482 -0.082268 2.389461
H -1.351599 -1.218154 1.922834

Forces on atoms 1 to 6 (eV/Å):
0.1 0.9 -0.5
-1.3 -1.0 0.5
-1.5 -1.2 0.3
3.2 1.3 -0.7
-0.8 -0.6 2.1
0.2 -0.4 -0.8

## Properties
**Energy relative to the best compared isomer or geometry (same formula, charge and spin)**: 4.046 eV
**HOMO**: -0.328 Eh
**Kohn-Sham gap**: 9.5 eV
**LUMO energy**: 0.56 eV

[3]
C5H6OS | wB97M-V/def2-TZVPD

Geometry (Å):
S -3.411536 -2.478666 -0.331985
C -2.218381 -1.230458 -0.504356
C -1.085460 -0.995732 0.280374
C 0.068316 -0.295345 -0.353895
C 1.185175 0.338288 0.443512
C 1.702085 1.674116 0.198932
O 2.268803 0.572626 -0.483383
H -2.435937 -0.145451 -1.201699
H -1.135117 -1.394541 1.282437
H 0.000028 -0.073157 -1.427317
H 1.687139 -0.363834 1.294079
H 0.938321 2.305435 -0.287188
H 2.436563 2.086719 1.090489

Forces on atoms 1 to 6 (eV/Å):
2.7 2.8 -0.4
-4.6 1.0 -2.3
5.3 2.2 -2.0
-4.5 -1.1 3.9
1.9 -5.0 0.6
1.1 0.8 2.6

## Properties
**SMILES**: S=C/C=C/[C@@H]1CO1
**Energy relative to the best compared isomer or geometry (same formula, charge and spin)**: 4.847 eV
**HOMO**: -0.323 Eh
**Kohn-Sham gap**: 7.3 eV
**LUMO energy**: -1.50 eV

[4]
C5H6OS2 | wB97M-V/def2-TZVPD

Geometry (Å):
O -3.170651 -0.299311 -1.172141
C -2.222157 0.092815 -0.551325
S -2.115508 1.802271 -0.048638
C -1.085353 -0.854587 -0.120386
C 0.294259 -0.329054 -0.352312
C 1.225254 -0.191493 0.594512
C 2.578809 0.299098 0.366919
S 3.207879 0.841550 -1.020544
H -0.907657 1.737494 0.558688
H -1.241024 -1.086084 0.932201
H -1.256677 -1.776518 -0.690386
H 0.536677 -0.038949 -1.377514
H 0.966447 -0.495228 1.624778
H 3.189708 0.297993 1.256154

Forces on atoms 1 to 6 (eV/Å):
0.1 0.2 0.1
0.3 -0.3 0.1
0.2 0.0 0.1
-0.2 0.1 -0.2
0.0 0.1 -0.3
-0.5 -0.4 0.5

## Properties
**SMILES**: O=C(S)C/C=C/C=S
**Energy relative to the best compared isomer or geometry (same formula, charge and spin)**: 0.935 eV
**HOMO**: -0.332 Eh
**Kohn-Sham gap**: 7.9 eV
**LUMO energy**: -1.15 eV